Formula: C2H8NOP
Source: OMol25
Level of theory: the ωB97M-V functional and the def2-TZVPD basis

Relative energy (zero: lowest compared OMol25 entry of this formula, charge and spin)   90.31 kcal/mol
Gap between HOMO and LUMO   9.29 eV
Electronic energy   -15027.2065 eV
Molar mass   93.066 Da
Structure (SMILES)   N=[PH3].CC=O

Bonds (Å) are listed after each position.
Geometry (Å):
1 N 1.450 1.037 0.226  P2 1.534, H3 1.000
2 P 1.904 -0.420 0.072  N1 1.534, H4 1.501, H5 1.358, H6 1.381
3 H 1.837 1.667 -0.447  N1 1.000
4 H 1.909 -1.304 1.286  P2 1.501
5 H 1.473 -0.993 -1.081  P2 1.358
6 H 3.276 -0.546 -0.025  P2 1.381
7 C -2.234 0.348 -0.003  C8 1.476, H10 1.130, H11 1.113, H12 1.120
8 C -1.323 -0.707 0.483  C7 1.476, O9 1.213, H13 1.088
9 O -0.403 -1.228 -0.111  C8 1.213
10 H -1.908 1.158 0.714  C7 1.130
11 H -2.105 0.633 -1.071  C7 1.113
12 H -3.350 0.367 0.097  C7 1.120
13 H -1.515 -0.967 1.521  C8 1.088